No. 1
Here is a structure of composition C26H45AsBr3MgNO2Si2 from the Open Molecules 2025 dataset. Energies are from ωB97M-V with the def2-TZVPD basis set.

The geometry in XYZ format:
```
81
C26H45AsBr3MgNO2Si2 ωB97M-V with the def2-TZVPD basis set
Mg 1.050 -0.473 -0.167
C 3.738 -1.043 7.541
C 2.718 0.035 7.146
C 1.440 -0.204 7.951
C 3.272 1.414 7.532
C 2.467 -0.020 5.640
C 1.225 -0.267 5.087
C 1.078 -0.305 3.709
Br -0.662 -0.647 3.009
C 2.121 -0.109 2.789
O 1.943 -0.160 1.511
C 3.405 0.155 3.370
C 3.528 0.185 4.747
C 4.610 0.388 2.454
C 4.869 -0.862 1.598
C 5.890 0.661 3.251
C 4.366 1.613 1.558
H 3.922 -1.023 8.619
H 4.692 -0.891 7.032
H 3.371 -2.035 7.269
H 1.664 -0.154 9.019
H 1.015 -1.189 7.744
H 0.682 0.550 7.731
H 3.466 1.463 8.608
H 2.559 2.198 7.271
H 4.207 1.626 7.011
H 0.353 -0.433 5.704
H 4.506 0.379 5.167
H 5.095 -1.718 2.241
H 5.732 -0.692 0.947
H 4.014 -1.118 0.977
H 6.166 -0.187 3.884
H 5.797 1.550 3.881
H 6.710 0.834 2.551
H 3.471 1.501 0.951
H 5.221 1.761 0.891
H 4.254 2.512 2.171
Br 0.869 1.894 -1.179
C -1.557 1.244 -3.695
Br -2.537 -0.312 -3.556
H -0.593 1.185 -4.167
H -1.994 2.147 -3.309
O -0.896 -0.974 -0.489
N -2.010 -0.520 0.011
C -2.338 0.778 -0.128
C -3.527 1.243 0.392
C -4.387 0.379 1.048
C -4.026 -0.954 1.169
C -2.828 -1.384 0.643
H -1.580 1.369 -0.630
H -3.762 2.292 0.278
H -5.320 0.737 1.461
H -4.658 -1.668 1.676
H -2.449 -2.393 0.685
C -0.896 -3.898 -1.711
Si 0.832 -3.862 -2.469
C 1.472 -5.633 -2.312
C 0.597 -3.545 -4.315
As 2.318 -2.463 -1.367
Si 3.298 -1.218 -3.052
C 4.388 0.070 -2.221
C 2.106 -0.302 -4.190
C 4.433 -2.260 -4.146
H -1.489 -4.679 -2.200
H -1.398 -2.935 -1.825
H -0.839 -4.129 -0.643
H 0.779 -6.349 -2.768
H 1.601 -5.898 -1.259
H 2.447 -5.736 -2.796
H 0.031 -4.373 -4.756
H 1.550 -3.470 -4.843
H 0.036 -2.622 -4.486
H 3.803 0.763 -1.611
H 4.909 0.658 -2.985
H 5.138 -0.403 -1.584
H 1.337 0.175 -3.578
H 1.629 -0.963 -4.916
H 2.643 0.481 -4.738
H 5.209 -2.728 -3.535
H 4.919 -1.643 -4.910
H 3.883 -3.058 -4.652
```

Properties
Frontier orbital gap (spin up / spin down) in eV: 6.2708 / 6.2654
Largest force on an atom in eV/Å: 0.3
ΔE to the lowest compared entry with this formula, charge and spin in kcal/mol: 4.0
<S²>: 0.76
Net charge: -1
Spin multiplicity: 2

---

No. 2
Here is a cluster of 7 separate species, C37H82B3NO16 in total from the Open Molecules 2025 dataset. Energies are from ωB97M-V with the def2-TZVPD basis set.

The geometry in XYZ format:
```
139
C37H82B3NO16 ωB97M-V with the def2-TZVPD basis set
C -2.952 -4.442 6.563
C -2.735 -2.889 6.219
C -1.815 -2.633 4.921
B -2.689 -2.093 3.676
O -2.811 -0.723 3.247
B -2.674 -0.615 1.800
C -1.904 0.628 1.076
C -1.580 1.828 2.089
C -0.156 1.713 2.815
C 1.078 1.411 1.842
O 1.270 2.378 0.791
C 2.449 1.981 0.024
O -3.179 -1.645 0.888
B -2.817 -2.879 1.544
C -1.799 -3.980 0.947
C -1.948 -4.694 -0.396
C -0.916 -5.701 -0.825
N 0.239 -6.193 -0.178
C 0.309 -5.536 1.070
C -0.561 -4.480 1.692
O -3.408 -3.077 2.862
H -2.301 -4.804 7.435
H -2.752 -5.143 5.693
H -4.045 -4.606 6.881
H -3.767 -2.423 6.026
H -2.266 -2.416 7.153
H -1.369 -3.642 4.590
H -0.904 -1.976 5.163
H -2.593 1.034 0.252
H -0.994 0.187 0.553
H -2.373 1.801 2.909
H -1.589 2.792 1.479
H -0.207 0.932 3.646
H 0.037 2.726 3.321
H 2.020 1.398 2.504
H 0.961 0.352 1.419
H 3.341 2.648 0.246
H 2.746 0.897 0.259
H 2.242 2.047 -1.096
H -2.833 -4.462 -1.067
H -1.085 -6.161 -1.863
H 1.195 -5.880 1.714
H -0.304 -4.055 2.712
C -3.166 6.028 -2.474
O -1.976 5.914 -1.706
C -1.847 4.633 -1.092
C -0.836 3.768 -1.827
O -1.312 3.387 -3.116
C -0.701 4.134 -4.159
H -3.122 6.965 -3.031
H -3.264 5.203 -3.184
H -4.038 6.053 -1.812
H -2.818 4.129 -1.028
H -1.487 4.805 -0.073
H -0.688 2.845 -1.257
H 0.132 4.276 -1.898
H 0.347 3.841 -4.264
H -0.770 5.210 -3.977
H -1.220 3.904 -5.091
C 3.009 -6.193 -2.348
O 4.051 -5.819 -3.240
C 4.257 -6.784 -4.269
C 3.663 -6.315 -5.591
O 2.239 -6.290 -5.540
C 1.727 -4.973 -5.399
H 2.806 -5.347 -1.689
H 2.092 -6.444 -2.886
H 3.327 -7.044 -1.738
H 3.847 -7.758 -3.981
H 5.339 -6.894 -4.389
H 3.940 -7.029 -6.373
H 4.064 -5.336 -5.874
H 1.881 -4.410 -6.323
H 2.196 -4.447 -4.562
H 0.655 -5.043 -5.210
C 8.257 -0.917 -1.922
O 7.235 -1.498 -2.720
C 6.050 -1.764 -1.973
C 4.971 -0.730 -2.267
O 5.322 0.551 -1.747
C 5.768 1.439 -2.762
H 9.066 -0.603 -2.584
H 7.891 -0.043 -1.378
H 8.648 -1.657 -1.217
H 6.264 -1.810 -0.900
H 5.690 -2.748 -2.289
H 4.047 -1.034 -1.763
H 4.764 -0.675 -3.341
H 4.930 1.731 -3.399
H 6.558 0.990 -3.371
H 6.165 2.334 -2.280
C -2.192 2.211 -7.839
O -0.972 2.142 -7.116
C -1.004 1.152 -6.089
C -0.227 -0.092 -6.501
O -0.886 -0.791 -7.555
C -0.263 -0.578 -8.813
H -2.043 2.872 -8.695
H -2.496 1.227 -8.205
H -2.980 2.630 -7.205
H -2.035 0.898 -5.821
H -0.525 1.591 -5.209
H -0.183 -0.776 -5.646
H 0.801 0.163 -6.779
H 0.705 -1.084 -8.843
H -0.131 0.488 -9.021
H -0.903 -1.007 -9.585
C 1.772 -0.487 10.219
O 2.818 -0.131 9.326
C 3.029 -1.116 8.317
C 2.443 -0.671 6.983
O 1.019 -0.644 7.025
C 0.509 0.678 7.138
H 1.567 0.371 10.860
H 0.858 -0.747 9.680
H 2.085 -1.328 10.846
H 2.617 -2.084 8.621
H 4.112 -1.229 8.205
H 2.725 -1.400 6.216
H 2.847 0.302 6.683
H 0.669 1.222 6.203
H 0.974 1.219 7.967
H -0.565 0.613 7.322
C -7.542 6.416 1.156
O -6.227 6.428 0.621
C -5.287 7.039 1.503
C -4.432 5.992 2.206
O -5.197 5.230 3.132
C -5.506 3.937 2.632
H -8.168 5.805 0.504
H -7.561 5.988 2.161
H -7.946 7.433 1.179
H -5.792 7.682 2.231
H -4.637 7.669 0.889
H -3.655 6.504 2.783
H -3.934 5.341 1.479
H -4.602 3.323 2.599
H -5.957 3.987 1.637
H -6.217 3.469 3.314
```

Properties
Frontier orbital gap in eV: 8.7025
Largest force on an atom in eV/Å: 6.1
Structure (SMILES): CCCB1OB(CCCCOC)OB(c2ccncc2)O1.COCCOC.COCCOC.COCCOC.COCCOC.COCCOC.COCCOC

---

No. 3
Here is a structure of composition C35H44N9O9S2ScSe2Te2 from the Open Molecules 2025 dataset. Energies are from ωB97M-V with the def2-TZVPD basis set.

The geometry in XYZ format:
```
104
C35H44N9O9S2ScSe2Te2 ωB97M-V with the def2-TZVPD basis set
Sc -0.976 -0.127 -0.255
Se -2.838 -0.945 -2.120
Te -5.058 -1.460 -1.065
Te -4.452 -0.519 1.397
Se -2.226 -1.629 1.460
O -6.083 5.150 -2.098
C -5.130 5.571 -1.227
O -4.975 6.749 -1.047
C -4.318 4.516 -0.568
C -4.125 3.247 -1.114
C -3.298 2.328 -0.504
C -2.614 2.624 0.685
C -2.848 3.895 1.244
C -3.668 4.819 0.624
N -1.726 1.699 1.234
C -1.637 1.752 2.591
C -0.760 1.106 3.403
C -0.917 0.912 4.827
C -0.513 -0.240 5.390
C -0.002 -1.310 4.539
C 0.313 -1.080 3.264
N 0.227 0.258 2.803
H -6.188 4.195 -2.023
H -4.601 2.951 -2.045
H -3.198 1.354 -0.963
H -2.326 4.191 2.145
H -3.799 5.806 1.050
H -2.379 2.341 3.127
H -1.423 1.677 5.405
H -0.650 -0.420 6.447
H 0.056 -2.326 4.903
H 0.637 -1.832 2.558
C 2.261 2.197 0.660
O 1.331 1.904 1.718
C 0.847 0.673 1.698
O 0.972 -0.050 0.677
H 2.662 3.176 0.901
H 1.757 2.217 -0.302
H 3.059 1.456 0.651
N 2.088 -2.690 -6.566
C 2.502 -1.625 -5.867
S 3.724 -0.662 -6.396
C 1.774 -1.380 -4.569
C 0.801 -2.239 -4.074
C 0.159 -1.937 -2.884
N 0.420 -0.834 -2.184
C 1.373 -0.018 -2.647
C 2.071 -0.252 -3.815
H 2.529 -2.873 -7.451
H 1.297 -3.247 -6.299
H 0.509 -3.155 -4.568
H -0.599 -2.591 -2.479
H 1.572 0.863 -2.053
H 2.832 0.437 -4.153
C -1.209 1.565 -4.105
N -1.093 2.814 -3.378
C -1.495 3.992 -4.137
C -0.726 5.207 -3.678
C -0.890 5.328 -2.184
N -0.536 4.076 -1.518
C -0.101 4.249 -0.145
C -0.714 2.857 -2.078
O -0.470 1.794 -1.442
H -0.544 1.583 -4.974
H -2.235 1.418 -4.445
H -0.954 0.735 -3.465
H -2.576 4.149 -4.037
H -1.293 3.781 -5.188
H -1.092 6.105 -4.175
H 0.331 5.086 -3.928
H -1.919 5.598 -1.923
H -0.239 6.104 -1.779
H 0.917 4.650 -0.126
H -0.157 3.312 0.393
H -0.759 4.962 0.347
C 2.679 -4.269 6.606
C 3.237 -3.833 5.257
S 2.642 -4.913 3.982
O 3.077 -6.254 4.267
O 1.239 -4.636 3.782
C 3.526 -4.356 2.534
C 3.016 -5.003 1.244
N 1.751 -4.452 0.759
C 1.606 -3.197 0.256
N 0.341 -2.906 0.005
C -0.378 -4.018 0.348
C 0.469 -4.971 0.811
N 0.114 -6.297 1.227
O 1.005 -7.114 1.405
O -1.071 -6.529 1.326
C 2.771 -2.306 -0.005
H 2.969 -3.545 7.366
H 3.062 -5.249 6.886
H 1.591 -4.319 6.582
H 4.327 -3.881 5.233
H 2.908 -2.827 4.987
H 4.564 -4.652 2.692
H 3.467 -3.268 2.501
H 2.894 -6.072 1.370
H 3.761 -4.843 0.467
H -1.448 -4.075 0.241
H 3.635 -2.872 -0.356
H 3.062 -1.746 0.886
H 2.494 -1.581 -0.761
```

Properties
Frontier orbital gap in eV: 5.2252
Largest force on an atom in eV/Å: 0.7
ΔE to the lowest compared entry with this formula, charge and spin in kcal/mol: 20.6

---

No. 4
Here is a structure of composition C68H76AgGe2N2O4S5 from the Open Molecules 2025 dataset. Energies are from ωB97M-V with the def2-TZVPD basis set.

The geometry in XYZ format:
```
158
C68H76AgGe2N2O4S5 ωB97M-V with the def2-TZVPD basis set
Ag 0.694 1.962 -0.249
C 2.838 5.842 -2.988
N 3.564 5.234 -1.883
C 4.858 5.788 -1.526
C 2.979 4.206 -1.223
O 1.923 3.718 -1.591
C 3.694 3.635 -0.007
O 2.716 3.406 0.975
C 3.188 2.603 2.025
C 2.014 1.865 2.650
O 0.869 2.065 2.288
N 2.338 0.985 3.628
C 3.715 0.687 3.968
C 1.291 0.161 4.203
H 3.156 5.428 -3.950
H 3.018 6.917 -2.981
H 1.777 5.667 -2.850
H 5.176 6.447 -2.331
H 5.618 5.013 -1.420
H 4.817 6.375 -0.604
H 4.475 4.298 0.377
H 4.151 2.686 -0.323
H 3.686 3.220 2.786
H 3.899 1.860 1.649
H 4.267 0.284 3.115
H 3.716 -0.068 4.752
H 4.241 1.565 4.351
H 0.345 0.426 3.739
H 1.238 0.317 5.285
H 1.480 -0.892 3.996
C -1.029 -2.455 -6.708
C -1.751 -2.266 -5.399
C -1.879 -3.311 -4.493
C -2.543 -3.148 -3.286
C -2.571 -4.266 -2.280
C -3.126 -1.911 -2.988
C -2.996 -0.841 -3.877
C -3.548 0.529 -3.575
C -2.302 -1.038 -5.068
C -3.947 -1.776 -1.744
C -5.300 -2.086 -1.873
C -6.158 -1.978 -0.795
C -5.654 -1.551 0.422
C -4.306 -1.232 0.574
C -3.422 -1.351 -0.516
Ge -1.558 -0.646 -0.420
S -1.727 1.498 -0.521
S -0.270 -1.555 1.205
Ge 1.335 -1.539 -0.404
S 2.647 0.144 -0.158
S -0.196 -1.393 -2.050
C 2.417 -3.222 -0.581
C 2.529 -4.199 0.422
C 3.358 -5.308 0.243
C 4.125 -5.455 -0.897
C 4.035 -4.494 -1.887
C 3.176 -3.407 -1.754
C 3.056 -2.504 -2.940
C 3.829 -1.351 -3.064
C 4.879 -0.969 -2.054
C 3.631 -0.525 -4.169
C 2.704 -0.829 -5.152
C 2.449 0.106 -6.303
C 2.013 -2.032 -5.055
C 2.189 -2.885 -3.978
C 1.490 -4.221 -3.961
C 1.879 -4.142 1.767
C 0.719 -4.874 2.016
C -0.008 -5.573 0.898
C 0.224 -4.941 3.316
C 0.855 -4.295 4.368
C 0.304 -4.356 5.768
C 2.008 -3.568 4.096
C 2.526 -3.472 2.810
C 3.767 -2.662 2.549
C -3.899 -0.777 1.940
C -3.406 -1.697 2.867
C -3.262 -3.158 2.533
C -3.081 -1.258 4.149
C -3.277 0.057 4.540
C -2.923 0.521 5.928
C -3.824 0.943 3.618
C -4.147 0.548 2.328
C -4.790 1.527 1.383
H -0.553 -3.435 -6.757
H -0.256 -1.695 -6.843
H -1.718 -2.373 -7.552
H -1.428 -4.271 -4.720
H -2.190 -5.191 -2.716
H -3.579 -4.445 -1.899
H -1.943 -4.007 -1.422
H -4.124 0.548 -2.653
H -4.185 0.877 -4.392
H -2.729 1.241 -3.451
H -2.189 -0.200 -5.751
H -5.669 -2.407 -2.840
H -7.209 -2.219 -0.902
H -6.309 -1.458 1.282
H 3.419 -6.041 1.040
H 4.780 -6.310 -1.015
H 4.608 -4.591 -2.803
H 4.890 -1.644 -1.200
H 4.682 0.033 -1.673
H 5.869 -0.980 -2.518
H 4.204 0.395 -4.243
H 3.066 1.001 -6.227
H 1.403 0.419 -6.317
H 2.663 -0.375 -7.261
H 1.313 -2.313 -5.837
H 1.191 -4.496 -4.974
H 0.593 -4.192 -3.341
H 2.140 -5.003 -3.567
H 0.054 -5.000 -0.028
H -1.062 -5.705 1.150
H 0.420 -6.560 0.703
H -0.687 -5.500 3.504
H -0.530 -5.056 5.832
H -0.057 -3.376 6.088
H 1.069 -4.671 6.480
H 2.522 -3.066 4.910
H 4.278 -2.431 3.486
H 3.521 -1.721 2.045
H 4.460 -3.194 1.896
H -3.854 -3.435 1.662
H -3.583 -3.769 3.380
H -2.220 -3.396 2.317
H -2.689 -1.977 4.864
H -3.035 -0.285 6.655
H -3.559 1.352 6.239
H -1.890 0.865 5.972
H -4.029 1.967 3.917
H -4.908 2.500 1.862
H -5.774 1.178 1.062
H -4.171 1.652 0.492
O 0.447 6.397 -0.676
S -0.389 5.214 -0.304
C -2.103 5.763 -0.365
C -2.386 7.108 -0.183
C -3.706 7.527 -0.216
C -4.726 6.604 -0.427
C -4.425 5.264 -0.620
C -3.103 4.834 -0.600
C -0.323 5.117 1.498
C 0.557 5.960 2.153
C 0.648 5.896 3.538
C -0.139 4.995 4.244
C -1.007 4.147 3.567
C -1.099 4.196 2.186
H -1.570 7.803 -0.029
H -3.944 8.575 -0.075
H -5.757 6.935 -0.449
H -5.217 4.545 -0.792
H -2.858 3.788 -0.756
H 1.153 6.650 1.569
H 1.332 6.550 4.064
H -0.066 4.943 5.324
H -1.590 3.415 4.113
H -1.727 3.489 1.653
```

Properties
Frontier orbital gap in eV: 6.8621
Largest force on an atom in eV/Å: 0.5
ΔE to the lowest compared entry with this formula, charge and spin in kcal/mol: 4.2
Net charge: -1